[1]
Formula: C37H84IN12O9
Source: the OMol25 dataset
Level of theory: ωB97M-V/def2-TZVPD

Frontier orbital gap   7.00 eV
Highest occupied orbital energy   -10.25 eV
DFT total energy   -84131.6661 eV
Maximum force   3.4 eV/Å
Charge   +1

```
143
Properties=species:S:1:pos:R:3:mulliken_charge:R:1
C -9.18845 2.57917 3.60606 -0.71
C -9.67916 2.92290 2.12890 0.45
O -10.88289 3.14353 1.95632 -0.54
N -8.74318 2.94227 0.96974 -0.08
C -8.82794 1.53865 0.41503 -0.77
C -7.33730 3.17742 1.43072 0.27
C -6.48139 3.76817 0.21303 -1.12
C -5.09543 2.99651 -0.04972 -0.41
C -4.02838 3.15108 1.12611 -0.60
C -4.13554 2.04463 2.28520 0.86
C -4.63265 0.55176 1.87606 -1.05
N -3.72248 -0.07360 0.84757 -0.50
C -2.76202 1.67814 3.08199 -1.04
C -3.29474 1.37473 4.56780 0.55
C -2.26262 0.98351 5.72638 -0.67
N -2.91544 -0.06943 6.58635 -0.60
C -4.18058 2.72288 4.75496 -1.08
I -5.46950 2.86081 6.49683 0.11
N -4.91358 2.71177 3.41790 0.24
H -10.13392 2.34094 4.20626 0.34
H -8.51591 1.65927 3.55505 0.17
H -8.69343 3.45749 4.14222 0.21
H -8.12251 1.46329 -0.47990 0.27
H -9.89069 1.31301 0.05348 0.33
H -8.54974 0.76190 1.21787 0.25
H -7.27961 3.95054 2.27844 0.30
H -6.95494 2.18250 1.83995 -0.20
H -6.32669 4.88396 0.43063 0.29
H -7.12809 3.67743 -0.72661 0.37
H -5.31178 1.93094 -0.36734 0.18
H -4.63698 3.50889 -0.96940 0.34
H -4.13631 4.22579 1.52186 0.46
H -2.94148 3.10163 0.72568 -0.08
H -4.63219 -0.16372 2.75674 0.35
H -5.67950 0.55960 1.41856 0.33
H -3.30530 -0.92270 1.26940 0.27
H -4.32789 -0.46305 0.10308 0.29
H -2.10339 2.60744 3.11151 0.30
H -2.23090 0.72299 2.79239 0.37
H -4.12067 0.58422 4.69215 0.19
H -1.88884 1.86334 6.34244 0.33
H -1.32516 0.46784 5.31486 0.33
H -3.14225 -0.87784 5.96855 0.09
H -3.84544 0.26932 6.89797 0.30
H -3.39649 3.55453 4.74516 0.62
H -5.24465 3.67684 3.27403 0.45
H -5.79822 2.23212 3.69508 0.26
C -0.02018 3.40726 -0.90849 -0.06
O -0.37642 3.47215 0.25886 -0.60
N -0.08313 2.29733 -1.68665 0.21
C 0.36014 2.29778 -3.06652 -1.05
C -0.61056 1.07914 -1.11539 -0.82
H 0.39449 4.28050 -1.43586 0.41
H -0.48087 2.02645 -3.71042 0.39
H 1.16158 1.56380 -3.18122 0.33
H 0.73167 3.28066 -3.35767 0.35
H -1.63438 1.25846 -0.77721 0.15
H -0.00227 0.79529 -0.25308 0.29
H -0.60210 0.27439 -1.85060 0.38
C 3.85579 3.29116 -2.19301 0.07
O 3.30642 3.98322 -3.03452 -0.63
N 4.56907 2.16325 -2.44532 0.21
C 5.19278 1.39379 -1.38370 -0.70
C 4.71133 1.71478 -3.81656 -0.78
H 3.81062 3.54219 -1.12101 0.35
H 6.27003 1.35608 -1.55714 0.25
H 4.78512 0.37981 -1.39299 0.28
H 5.00480 1.84531 -0.41060 0.24
H 5.19790 2.49814 -4.40252 0.34
H 3.72058 1.52731 -4.23859 0.24
H 5.30610 0.80224 -3.85902 0.19
C 7.32545 0.71535 1.96402 0.56
O 6.77954 1.41322 1.12526 -0.59
N 8.03319 -0.41299 1.70506 0.10
C 8.65168 -1.18954 2.76053 -0.92
C 8.17449 -0.85439 0.32907 -0.87
H 7.28128 0.96035 3.03618 -0.20
H 9.72994 -1.23098 2.58793 0.32
H 8.24023 -2.20174 2.74639 0.33
H 8.46298 -0.74081 3.73685 0.30
H 8.66604 -0.06784 -0.24976 0.27
H 7.18482 -1.03379 -0.09452 0.28
H 8.76510 -1.76916 0.28008 0.38
C 6.67836 -1.64133 -3.01385 -0.02
O 6.16713 -1.95092 -1.95248 -0.65
N 6.61664 -2.37165 -4.15812 0.17
C 7.25422 -1.93439 -5.38410 -0.95
C 5.89051 -3.62756 -4.15346 -0.95
H 7.25300 -0.70707 -3.12852 0.42
H 6.49458 -1.82398 -6.16177 0.32
H 7.98595 -2.68435 -5.69282 0.37
H 7.76069 -0.97875 -5.24101 0.33
H 4.84996 -3.43766 -3.87736 0.31
H 6.33387 -4.29528 -3.41135 0.30
H 5.93049 -4.09527 -5.13740 0.32
C -4.20411 -3.03742 5.51331 0.18
O -3.05060 -3.17588 5.15264 -0.64
N -5.21525 -3.91204 5.26946 0.09
C -6.56694 -3.67342 5.73483 -0.95
C -4.93214 -5.12265 4.52014 -0.95
H -4.52719 -2.15402 6.08869 0.29
H -6.86621 -4.48994 6.39583 0.34
H -7.23931 -3.63530 4.87408 0.34
H -6.63114 -2.73083 6.28034 0.33
H -4.17286 -5.70285 5.04872 0.30
H -4.54326 -4.85302 3.53552 0.30
H -5.83620 -5.72037 4.40581 0.39
C 5.98875 2.24001 4.91847 0.45
O 6.48686 1.45912 5.70721 -0.62
N 5.52138 3.48020 5.22650 0.07
C 4.94067 4.35150 4.22541 -0.87
C 5.60769 3.94330 6.59847 -0.94
H 5.87401 1.98931 3.85243 0.01
H 5.52309 5.27470 4.17437 0.34
H 3.91090 4.58443 4.50874 0.33
H 4.94207 3.87376 3.24472 0.27
H 6.65414 3.94605 6.91162 0.29
H 5.05158 3.25957 7.24412 0.29
H 5.19577 4.94854 6.68818 0.38
C 4.25330 -5.46490 -6.56163 0.36
O 5.41542 -5.62898 -6.88707 -0.67
N 3.22710 -6.30372 -6.85706 0.15
C 1.86641 -6.03352 -6.43085 -0.99
C 3.49978 -7.50573 -7.62172 -0.98
H 3.93579 -4.58458 -5.97892 0.13
H 1.52239 -6.85463 -5.79718 0.33
H 1.22721 -5.95884 -7.31044 0.40
H 1.81078 -5.10180 -5.86891 0.25
H 4.22399 -8.11917 -7.08083 0.30
H 3.92911 -7.22777 -8.58702 0.31
H 2.58289 -8.07372 -7.77846 0.39
C -0.13596 -3.41976 -6.82729 0.27
O -0.53639 -4.55975 -6.69282 -0.62
N -0.92131 -2.30925 -6.85529 0.13
C -0.36742 -0.98059 -7.01990 -0.91
C -2.35719 -2.46072 -6.71612 -0.95
H 0.93730 -3.19266 -6.94152 0.17
H -0.63138 -0.37336 -6.15014 0.32
H -0.78663 -0.52819 -7.92185 0.34
H 0.71867 -1.01943 -7.11188 0.32
H -2.57662 -2.94269 -5.76051 0.30
H -2.73114 -3.09622 -7.52193 0.30
H -2.84887 -1.48874 -6.75797 0.38
```

=====

[2]
Formula: C20H28GaN3O2
Source: the OMol25 dataset
Level of theory: ωB97M-V/def2-TZVPD

Frontier orbital gap   6.72 eV
Highest occupied orbital energy   -7.15 eV
DFT total energy   -82135.0051 eV
ΔE to the lowest compared entry with this formula, charge and spin   0.7138 eV
Maximum force   1.2 eV/Å

```
54
Properties=species:S:1:pos:R:3:mulliken_charge:R:1
Ga 0.11576 -0.75863 -0.35447 0.43
C 0.75187 3.86536 -0.54198 -1.67
C 0.10775 2.91387 0.44242 0.65
C 0.78927 2.48158 1.57998 -0.52
C 0.18888 1.61202 2.49276 -0.56
C -1.13106 1.21118 2.30913 -0.40
C -1.83834 1.67647 1.20457 -0.42
C -1.21541 2.49682 0.26983 -0.28
H 0.50030 4.90019 -0.30029 0.36
H 0.40806 3.67712 -1.56026 0.37
H 1.84298 3.79035 -0.52518 0.36
H 1.80155 2.84137 1.76112 0.44
H 0.73445 1.28996 3.37424 0.52
H -1.62232 0.58392 3.04301 0.38
H -2.88250 1.41702 1.08331 0.43
H -1.78094 2.86498 -0.58020 0.39
N 1.94776 -0.16882 0.50526 -0.29
N 2.79872 -1.14053 -0.05531 -0.44
C 2.42204 -1.77062 -1.29871 0.51
O 3.25374 -2.42150 -1.87271 -0.61
O 1.16412 -1.57892 -1.63870 -0.47
H 2.12866 0.77524 0.17783 0.37
H 2.02339 -0.17362 1.51437 0.38
H 3.78685 -1.00630 0.07044 0.28
C -4.04500 -0.02758 -1.56570 -1.23
C -3.10044 -0.66990 -2.59125 0.44
C -1.97385 0.30626 -2.96978 -1.08
C -2.61714 -2.05155 -2.13492 0.27
C -2.98941 -3.14098 -2.92156 -0.95
C -2.64585 -4.44060 -2.57989 -1.26
C -1.98654 -4.65851 -1.38508 -0.95
C -1.61670 -3.60592 -0.54917 0.72
C -1.01110 -3.99191 0.80744 0.16
C -1.77333 -3.40951 2.00329 -1.33
C 0.49448 -3.71419 0.94584 -1.18
C -1.88018 -2.27313 -0.94435 0.14
N -1.55278 -1.18591 -0.07961 0.95
H -4.37127 0.96369 -1.91006 0.41
H -3.53357 0.07596 -0.60556 -0.05
H -4.93430 -0.64678 -1.41643 0.39
H -3.67541 -0.85097 -3.49871 0.54
H -1.48448 0.69318 -2.07734 -0.27
H -2.38212 1.16051 -3.52578 0.51
H -1.21971 -0.17875 -3.59820 0.25
H -3.54730 -2.95997 -3.83700 0.34
H -2.91151 -5.27187 -3.22389 0.37
H -1.75425 -5.67694 -1.08134 0.37
H -1.12993 -5.07214 0.86246 0.59
H -1.70206 -2.32374 2.01084 0.06
H -1.36224 -3.80581 2.94209 0.44
H -2.83217 -3.67761 1.95536 0.37
H 0.68570 -2.67300 1.24096 -0.04
H 1.03216 -3.91218 0.01653 0.26
H 0.92806 -4.34079 1.73179 0.54
```

=====

[3]
Formula: ClH5NO3P2S
Source: the OMol25 dataset
Level of theory: ωB97M-V/def2-TZVPD

Frontier orbital gap   9.28 eV
Highest occupied orbital energy   -13.81 eV
DFT total energy   -49644.0000 eV
Maximum force   5.5 eV/Å
Charge   +1

```
13
Properties=species:S:1:pos:R:3:mulliken_charge:R:1
O -0.86313 2.00768 1.07405 -0.39
P -1.79240 0.61762 0.90953 0.42
Cl -2.97836 0.88209 -0.80583 -0.09
N -0.55120 -0.69640 0.58286 -0.40
P 0.64972 -0.37392 -0.72705 0.57
O 1.58297 0.97430 -0.37750 -0.38
O 1.73761 -1.67498 -0.65398 -0.46
S -0.11346 -0.36662 -2.49240 -0.19
H -0.70357 2.41761 0.20482 0.37
H -0.01413 -0.78908 1.46521 0.44
H -0.97428 -1.62780 0.42644 0.39
H 2.33702 0.62017 0.12876 0.37
H 1.68321 -1.99066 0.26510 0.34
```

=====

> What is the formula in the second record?

C20H28GaN3O2

=====

> Which of these has the lowest DFT total energy?

C37H84IN12O9

=====

> maximum force of number 2 (C20H28GaN3O2)?

1.2 eV/Å

=====

> Among the records above, which one has the highest maximum force?

ClH5NO3P2S